Here is 2 unconnected molecules or ions with the total composition C49H58N3O3Si in a non-equilibrium geometry from the OMol25 dataset. Energies are from ωB97M-V with the def2-TZVPD basis set.

Structure (XYZ):
```
114
Properties=species:S:1:pos:R:3:forces:R:3
C 5.7589 4.9478 -1.7348 -0.1 0.0 -0.4
C 4.7315 3.8961 -1.3104 -0.1 -0.2 -0.3
N 3.3855 4.2388 -1.8012 -0.1 -0.1 0.1
C 2.2891 3.5731 -1.2773 0.0 0.0 0.0
C 2.3911 2.5224 -0.3237 0.3 0.2 -0.1
C 1.2743 1.8355 0.1121 -0.4 0.2 -0.5
C -0.0195 2.1511 -0.3504 1.2 0.8 0.4
C -1.1082 1.2155 -0.1144 -0.2 -1.2 -1.0
C -2.4548 1.7238 -0.4066 -0.6 -0.3 0.9
C -2.8539 2.9887 0.0726 -0.4 -0.4 -0.3
C -4.0861 3.5369 -0.2626 0.2 0.2 0.2
C -4.9894 2.8381 -1.0934 0.0 0.0 0.2
N -6.1863 3.4138 -1.5098 0.3 -0.4 0.1
C -6.4979 4.7659 -1.0271 0.1 -0.2 -0.4
C -7.9255 5.1643 -1.3662 0.0 0.0 -0.4
O -8.1938 4.9681 -2.7533 0.2 -0.7 0.5
C -8.0877 3.5843 -3.0980 -0.2 0.4 0.0
C -6.6919 3.0188 -2.8314 0.0 0.4 -0.4
C -4.6492 1.4998 -1.4268 0.0 0.0 -0.1
C -3.4212 0.9467 -1.0892 0.0 0.7 0.2
C -0.1308 3.3133 -1.1738 0.1 -0.6 0.0
C 0.9876 3.9471 -1.6850 -0.2 -0.2 0.2
C 3.2277 4.8817 -3.1177 0.2 -0.1 -0.2
C 4.3824 5.8245 -3.4194 0.6 -0.1 0.0
O 5.6548 5.2501 -3.1235 -0.6 0.2 0.6
H 5.6237 5.8498 -1.1077 0.1 -0.1 -0.4
H 6.7775 4.5691 -1.6292 -0.2 0.0 0.3
H 5.0507 2.8901 -1.6625 -0.2 0.4 0.1
H 4.6889 3.8876 -0.2130 0.1 -0.1 -0.2
H 3.3679 2.2073 0.0416 -0.3 0.2 -0.1
H 1.3540 1.0014 0.8085 0.3 0.3 -0.2
H -0.9194 0.2081 -0.5655 -0.2 1.0 0.2
H -2.1843 3.5489 0.7204 -0.1 0.0 -0.2
H -4.3413 4.5269 0.1249 0.2 -0.4 -0.2
H -6.3913 4.7537 0.0570 0.0 0.2 0.0
H -5.8083 5.5137 -1.4546 -0.1 -0.2 0.1
H -8.6397 4.6043 -0.7318 0.1 0.2 -0.3
H -8.0422 6.2400 -1.2151 -0.1 -0.2 0.2
H -8.8562 2.9852 -2.5659 0.2 0.3 -0.2
H -8.2800 3.5838 -4.1781 0.0 -0.4 0.3
H -6.0260 3.3855 -3.6507 -0.1 -0.2 0.6
H -6.7560 1.9249 -2.8971 0.0 0.4 0.0
H -5.3935 0.8854 -1.9291 0.3 0.1 0.0
H -3.2064 -0.0922 -1.3497 0.0 0.4 -0.2
H -1.0952 3.6887 -1.5003 0.1 -0.3 0.0
H 0.8401 4.7348 -2.4264 0.0 -0.3 0.5
H 3.1111 4.1380 -3.9430 0.1 0.3 0.6
H 2.3408 5.5268 -3.1032 0.2 -0.3 -0.1
H 4.4538 6.0322 -4.4930 -0.4 0.1 0.3
H 4.2182 6.7656 -2.8549 0.3 -0.3 -0.2
C 1.8447 -7.0579 1.8693 0.0 -0.3 0.2
Si 2.0073 -6.3074 0.1945 0.7 0.5 0.0
C 3.7657 -5.8934 -0.2689 0.3 -0.4 0.0
C 1.2948 -7.4068 -1.0986 -0.3 0.0 -0.1
O 1.1543 -4.8962 0.1166 -0.6 0.7 -0.1
C 1.1056 -3.5567 0.6022 -0.2 -0.4 -0.4
C 1.8177 -3.5269 1.9724 -0.2 -0.5 -0.1
C 3.2179 -3.4949 1.9788 0.2 0.3 0.3
C 3.9420 -3.5661 3.1742 -0.3 -0.3 -0.3
C 3.2678 -3.8481 4.3613 0.0 0.2 0.0
C 1.8796 -3.9560 4.3564 -0.3 0.0 -0.1
C 1.1482 -3.7869 3.1754 0.4 0.3 0.1
C 1.7362 -2.6128 -0.4360 0.4 -0.3 -0.1
C 1.6459 -2.9575 -1.7902 0.3 0.2 -0.2
C 2.2529 -2.1539 -2.7622 -0.3 0.0 -0.1
C 2.9688 -1.0078 -2.4061 0.1 -0.4 0.2
C 3.1456 -0.7331 -1.0514 -0.3 0.1 0.0
C 2.4916 -1.4904 -0.0783 0.0 0.0 -0.3
C -0.4356 -3.3457 0.6471 -0.3 -1.1 0.1
C -1.2760 -3.9082 -0.5214 0.7 -0.3 -0.2
C -2.6635 -3.2710 -0.2806 -0.7 -0.7 -0.3
C -2.4222 -2.0542 0.6198 -0.4 0.1 0.2
N -0.9646 -2.0040 0.7458 1.1 2.3 1.7
C -0.3431 -0.9943 1.3917 -1.2 -1.5 -0.9
C -0.9859 0.2077 1.7595 -1.2 0.8 -0.2
C -0.3335 0.8470 2.9413 0.5 0.5 0.5
C -0.3757 2.2371 3.1558 0.0 -0.2 0.1
C 0.1943 2.7888 4.3062 0.1 -0.1 0.3
C 0.8257 1.9795 5.2697 -0.3 -0.1 -0.6
C 0.9064 0.5990 5.0495 0.0 0.3 -0.1
C 0.3386 0.0416 3.9006 -0.3 0.5 -0.2
H 2.3091 -8.0516 1.8512 -0.1 0.1 0.1
H 2.3439 -6.4619 2.6380 -0.1 0.0 0.0
H 0.7875 -7.1751 2.1388 0.2 0.0 0.0
H 4.2204 -6.8021 -0.7037 0.0 0.4 0.1
H 3.7707 -5.0932 -1.0292 0.1 -0.3 0.3
H 4.3628 -5.5897 0.6044 -0.1 -0.1 -0.4
H 1.8215 -8.3671 -1.0884 -0.1 0.1 -0.1
H 0.2334 -7.5847 -0.9008 0.1 -0.1 -0.1
H 1.4062 -6.9510 -2.0874 -0.1 -0.1 0.1
H 3.7620 -3.4044 1.0377 -0.2 0.1 0.3
H 5.0269 -3.4341 3.1580 -0.4 -0.2 0.0
H 3.8218 -3.9873 5.2872 -0.1 0.1 -0.2
H 1.3346 -4.1818 5.2749 0.2 0.1 -0.2
H 0.0614 -3.8694 3.2207 0.3 0.0 0.0
H 1.1274 -3.8732 -2.0898 0.3 0.4 0.1
H 2.1573 -2.4376 -3.8132 0.0 0.1 0.3
H 3.4132 -0.3582 -3.1654 -0.1 -0.3 0.3
H 3.7836 0.0873 -0.7339 -0.2 -0.1 -0.1
H 2.5932 -1.2019 0.9694 0.2 -0.2 -0.3
H -0.8007 -3.9067 1.5303 0.1 0.3 -0.2
H -0.8345 -3.5808 -1.4751 -0.3 0.0 0.3
H -1.2300 -5.0167 -0.5152 -0.4 0.8 0.0
H -3.1706 -2.9709 -1.2252 0.4 -0.3 0.6
H -3.3265 -3.9964 0.2422 0.4 0.5 -0.4
H -2.8329 -1.1208 0.2230 0.3 -0.4 0.1
H -2.8657 -2.1841 1.6289 0.3 0.0 -0.4
H 0.7243 -1.1625 1.6261 -0.9 0.2 -0.1
H -2.1243 0.2986 1.7176 1.7 -0.6 0.3
H -0.8738 2.8882 2.4231 0.3 -0.3 0.4
H 0.1378 3.8699 4.4759 0.0 -0.4 -0.1
H 1.2415 2.4244 6.1746 -0.1 -0.1 -0.3
H 1.4093 -0.0432 5.7817 -0.3 0.2 -0.3
H 0.3839 -1.0384 3.7585 0.0 0.2 0.1
```
Positions in Å, forces in eV/Å.

Computed properties:
Calculated total energy: -70238.5777 eV
Total charge: +1
Gap between HOMO and LUMO: 6.30 eV